(1)
Below is 6 unconnected molecules or ions with the total composition C18H33O16 at a distorted geometry, with properties calculated with ωB97M-V/def2-TZVPD.

Values from the calculation:
LUMO energy	2.273	eV
total charge	-1
E_HOMO	-3.135	eV

CARTESIAN COORDINATES (ANGSTROEM)
1 C -0.40 0.57 0.41
2 O -0.42 -0.67 0.88
3 H -0.13 1.40 1.13
4 H 0.26 0.81 -0.49
5 H -1.43 0.88 0.02
6 C -1.70 3.06 -2.14
7 C -0.63 2.42 -2.98
8 C -0.81 2.71 -4.50
9 O 0.50 3.11 -4.91
10 C 1.32 3.19 -3.84
11 O 2.48 3.43 -3.94
12 O 0.66 2.97 -2.69
13 H -2.67 2.82 -2.56
14 H -1.55 4.15 -2.23
15 H -1.55 2.90 -1.07
16 H -0.62 1.33 -2.88
17 H -1.55 3.47 -4.71
18 H -1.05 1.78 -5.00
19 C 3.30 0.60 -1.82
20 C 2.76 -0.78 -2.05
21 C 2.38 -1.00 -3.53
22 O 3.56 -1.59 -4.11
23 C 4.32 -2.09 -3.12
24 O 5.30 -2.74 -3.27
25 O 3.85 -1.72 -1.91
26 H 2.59 1.41 -2.01
27 H 4.08 0.92 -2.52
28 H 3.72 0.75 -0.82
29 H 1.86 -1.04 -1.48
30 H 2.16 -0.09 -4.09
31 H 1.57 -1.72 -3.64
32 C -6.20 -3.43 -2.27
33 O -6.08 -2.02 -2.26
34 C -4.97 -1.53 -1.68
35 O -4.19 -2.15 -1.02
36 O -4.92 -0.24 -1.99
37 C -4.09 0.63 -1.20
38 H -5.94 -3.84 -3.25
39 H -7.23 -3.67 -2.02
40 H -5.56 -3.91 -1.53
41 H -4.31 1.68 -1.34
42 H -3.05 0.47 -1.47
43 H -4.30 0.38 -0.16
44 C 1.54 2.79 7.80
45 O 0.60 3.21 6.84
46 C 0.52 2.45 5.75
47 O 0.99 1.34 5.64
48 O -0.15 3.12 4.83
49 C -0.39 2.49 3.57
50 H 1.41 3.37 8.71
51 H 2.56 2.95 7.45
52 H 1.46 1.72 8.01
53 H 0.10 1.53 3.47
54 H -0.02 3.19 2.81
55 H -1.46 2.41 3.36
56 C 2.74 -1.71 1.53
57 O 2.84 -2.88 2.34
58 C 1.87 -3.77 2.18
59 O 1.06 -3.82 1.30
60 O 1.99 -4.68 3.17
61 C 0.94 -5.61 3.30
62 H 3.54 -1.02 1.83
63 H 1.77 -1.20 1.64
64 H 2.85 -1.91 0.47
65 H 0.43 -5.88 2.38
66 H 0.16 -5.18 3.95
67 H 1.32 -6.50 3.78



(2)
Below is a molecular structure, C18H34BeBrCl3F3IK2LiNO8Si2 at a distorted geometry, with properties calculated with ωB97M-V/def2-TZVPD.

Values from the calculation:
LUMO energy	-2.488	eV
E_HOMO	-5.379	eV

CARTESIAN COORDINATES (ANGSTROEM)
1 C 4.35 2.01 0.14
2 C 3.27 2.45 -0.85
3 C 1.96 1.66 -0.66
4 Cl 2.13 0.68 0.82
5 Si 0.43 2.78 -0.53
6 C 0.34 3.98 -2.00
7 O 0.23 3.42 -3.30
8 C 1.39 2.78 -3.75
9 C 0.64 3.87 1.02
10 C -0.69 4.11 1.66
11 O -0.87 3.91 2.83
12 I -2.35 4.86 0.51
13 O -0.92 1.90 -0.24
14 Si -1.20 0.61 -1.20
15 C -0.37 -0.85 -0.40
16 C -3.08 0.23 -1.38
17 O -3.47 -0.11 -2.47
18 N -4.03 0.37 -0.27
19 C -3.60 -0.22 0.92
20 O -3.09 0.37 1.84
21 F -3.77 -1.52 0.95
22 H 4.60 0.97 0.01
23 H 4.09 2.22 1.16
24 H 5.26 2.57 -0.07
25 H 3.14 3.53 -0.74
26 H 3.67 2.31 -1.85
27 H 1.81 0.91 -1.43
28 H -0.55 4.57 -1.85
29 H 1.18 4.68 -1.93
30 H 1.32 2.72 -4.83
31 H 2.29 3.34 -3.52
32 H 1.45 1.75 -3.40
33 H 1.32 3.42 1.74
34 H 1.05 4.83 0.71
35 H -0.73 0.78 -2.58
36 H 0.56 -1.12 -0.88
37 H -0.06 -0.61 0.61
38 H -1.03 -1.71 -0.40
39 H -4.20 1.34 -0.05
40 K 7.00 3.14 0.56
41 O -4.62 3.44 3.39
42 C -4.58 3.41 4.60
43 C -3.36 1.96 5.03
44 O -3.37 1.94 6.25
45 H -5.49 3.14 5.17
46 H -4.13 4.26 5.15
47 H -2.46 2.30 4.48
48 H -3.82 1.13 4.45
49 Cl 6.76 -0.26 0.29
50 C 6.02 -1.71 -0.40
51 C 5.67 -1.55 -1.86
52 Cl 4.33 -0.40 -2.12
53 H 5.14 -1.94 0.19
54 H 6.74 -2.52 -0.28
55 H 5.34 -2.51 -2.28
56 H 6.53 -1.21 -2.43
57 K 3.28 -2.69 0.05
58 C -3.67 -5.38 -0.93
59 C -3.14 -5.31 0.50
60 C -1.69 -4.94 0.30
61 O -1.62 -4.14 -0.91
62 C -2.88 -4.23 -1.59
63 H -4.74 -5.27 -1.01
64 H -3.40 -6.33 -1.40
65 H -3.67 -4.52 1.04
66 H -3.27 -6.24 1.04
67 H -1.08 -5.84 0.15
68 H -1.28 -4.37 1.13
69 H -3.40 -3.28 -1.46
70 H -2.71 -4.40 -2.65
71 F 4.29 -0.54 1.36
72 Be 4.50 5.34 0.13
73 F -4.65 -7.59 0.17
74 Li -3.20 -7.96 -1.33
75 Br -1.83 -8.72 0.87



(3)
Below is 3 unconnected molecules or ions with the total composition C18H34F7O6PS at a distorted geometry, with properties calculated with ωB97M-V/def2-TZVPD.

Values from the calculation:
LUMO energy	-1.329	eV
E_HOMO	-9.538	eV

CARTESIAN COORDINATES (ANGSTROEM)
1 C 4.08 -3.37 1.28
2 C 3.81 -1.93 1.59
3 P 3.36 -0.58 0.32
4 C 2.34 -1.79 -0.78
5 C 1.70 -0.99 -2.09
6 C 0.50 0.07 -1.69
7 O -0.24 -0.34 -0.46
8 C -0.66 0.93 0.23
9 C -0.47 1.01 1.87
10 O -1.20 1.94 -0.46
11 S 4.39 0.98 1.36
12 O 4.01 2.37 0.76
13 O 3.85 0.99 2.84
14 C 6.26 0.76 1.45
15 F 6.67 -0.40 2.32
16 F 6.75 1.97 2.22
17 C 7.03 0.82 0.01
18 F 8.49 1.08 0.30
19 F 6.57 2.00 -0.79
20 C 6.94 -0.52 -0.92
21 F 6.26 -0.31 -2.24
22 F 6.36 -1.72 -0.28
23 F 8.36 -0.89 -1.28
24 H 4.99 -3.96 1.78
25 H 3.40 -4.01 0.55
26 H 3.95 -1.62 2.73
27 H 4.10 -0.23 -0.86
28 H 2.11 0.16 0.58
29 H 3.06 -2.62 -1.25
30 H 1.51 -2.32 -0.14
31 H 2.54 -0.33 -2.64
32 H 1.34 -1.82 -2.87
33 H 1.04 1.13 -1.55
34 H -0.30 0.19 -2.54
35 H -0.27 -0.07 2.27
36 H 0.45 1.70 2.14
37 H -1.48 1.39 2.38
38 C -6.01 1.65 -4.01
39 C -4.55 1.29 -4.20
40 O -3.82 2.24 -4.97
41 C -3.76 3.57 -4.47
42 C -3.11 3.66 -3.10
43 H -6.50 1.77 -4.98
44 H -6.53 0.87 -3.45
45 H -6.13 2.59 -3.47
46 H -4.49 0.33 -4.73
47 H -4.05 1.13 -3.23
48 H -4.76 4.01 -4.46
49 H -3.16 4.15 -5.18
50 H -3.67 3.11 -2.34
51 H -3.05 4.71 -2.77
52 H -2.10 3.24 -3.12
53 C -3.59 -3.33 4.64
54 C -3.24 -1.85 4.71
55 O -2.58 -1.37 3.54
56 C -3.30 -1.48 2.31
57 C -4.61 -0.72 2.31
58 H -2.69 -3.93 4.46
59 H -4.05 -3.66 5.58
60 H -4.29 -3.55 3.83
61 H -2.55 -1.69 5.54
62 H -4.12 -1.25 4.92
63 H -3.45 -2.53 2.05
64 H -2.65 -1.06 1.53
65 H -5.31 -1.11 3.06
66 H -5.10 -0.80 1.33
67 H -4.44 0.34 2.53



What energy values result from the calculations? In sequence: -51960.8214 -209956.9309 -70634.6109 eV.